18
Properties=species:S:1:pos:R:3 method="wB97M-V/def2-TZVPD" total_energy_ev=-9812.9206 lumo_ha="0.042 / -0.057" fmax_ev_per_a=2.13 gap_ev="9.6 / 6.9" e_homo_ev="-8.47 / -8.49" s_squared=0.758 spin_multiplicity=2
N 0.88081 -1.89469 0.38989
N -1.96570 0.88723 -0.72710
N 2.05673 -0.16514 -0.54769
C 0.15095 -0.74032 0.43513
C -1.25065 -0.65833 0.96399
C 0.90264 0.37286 0.03329
C 1.97801 -1.55921 -0.21955
C -2.27968 -0.40638 -0.10816
H -1.25453 1.52758 -0.44272
H 3.05015 2.84568 -0.38577
H -3.29120 -0.30727 0.30290
H 2.85599 0.34699 -0.18442
H -1.38965 -1.49535 1.65103
H 2.95336 3.20176 0.21925
H -2.52864 1.12250 -1.52485
H -2.38204 -1.15993 -0.89481
H 2.81171 -2.15567 -0.55383
H -1.29826 0.23767 1.59343

72
Properties=species:S:1:pos:R:3 method="wB97M-V/def2-TZVPD" total_energy_ev=-52205.7568 lumo_ha="0.023 / -0.055" fmax_ev_per_a=2.38 gap_ev="5.9 / 6.0" e_homo_ev="-5.26 / -7.55" s_squared=2.038 spin_multiplicity=3
Pd -0.52946 -1.14881 1.47965
P -0.18881 2.76115 -3.42738
P 1.95380 0.27658 -3.14878
N -0.45870 -1.77076 3.44575
C 0.88895 0.13455 -0.02480
C 3.45714 1.15349 -2.51539
C -1.35657 0.43995 -2.17747
C 0.53117 -2.68518 3.61734
C 2.78287 -1.17589 -3.86336
C -3.40057 -2.18730 5.61322
C 0.19287 -0.95668 -0.58601
C 0.88409 1.55998 -0.42847
C -2.29388 -0.11693 6.18681
C -1.43250 -1.50132 4.39516
C 1.47339 -2.81771 2.58036
C -2.13535 1.50535 -1.43743
C 1.68825 -4.42768 4.84454
C 1.27144 2.71335 -4.59812
C 0.64300 -3.51740 4.76345
C -3.31643 -1.04764 6.41847
C -2.30815 -0.37520 1.84141
C -0.76113 4.47744 -3.49782
C -1.38058 2.05586 -4.65355
C -0.89990 -0.93552 -1.66199
C 2.63123 -4.54843 3.81722
C -1.65395 2.39736 -0.54342
C 2.49393 -3.73951 2.69146
C -1.37302 -0.31215 5.16168
C 1.86953 1.30158 -4.74114
C -0.23309 2.56343 -0.05383
C -2.48635 -2.41124 4.59724
H 3.02142 -1.87219 -3.05174
H -2.40264 3.01101 0.00265
H 3.86056 0.60271 -1.65279
H 4.19457 1.13734 -3.33229
H 2.12422 -1.63998 -4.60624
H 0.81941 -1.87607 -0.61056
H 0.94171 1.58418 -1.53482
H 1.43382 -2.20580 1.65917
H 1.30769 0.67848 -5.46373
H -0.11749 -3.43915 5.53948
H -1.34432 2.70186 -5.53942
H -0.25304 2.67532 1.03445
H -2.94841 -1.26435 1.95818
H -0.02177 5.14164 -3.04156
H 3.70652 -0.84134 -4.34814
H 1.79356 -5.06881 5.71315
H 1.79754 -0.18024 0.51141
H -4.05644 -0.87927 7.20725
H -0.41482 -1.45835 -2.51135
H -0.62278 0.44548 4.91405
H -1.76442 -1.54389 -1.37502
H -2.39220 2.08727 -4.22588
H -4.21667 -2.88826 5.74177
H 1.83525 1.99454 -0.05013
H -1.87857 0.26706 -3.13134
H 0.15075 3.54518 -0.38332
H -2.24825 0.80133 6.77250
H -0.92003 4.75871 -4.54298
H 3.20424 -3.82444 1.88201
H 2.01502 3.45114 -4.23782
H 0.89213 3.04659 -5.58083
H -2.57140 -3.25905 3.91792
H -1.71303 4.53096 -2.96100
H -3.22593 1.48613 -1.57193
H 3.24123 2.19988 -2.24577
H -1.11556 1.02625 -4.94316
H -0.37017 0.86643 -2.42212
H 2.91371 1.37367 -5.09026
H -2.24742 0.27298 2.73186
H 3.45652 -5.26444 3.88961
H -2.41774 0.15479 0.88393

62
Properties=species:S:1:pos:R:3 method="wB97M-V/def2-TZVPD" total_energy_ev=-74833.6223 lumo_ha=-0.256 fmax_ev_per_a=1.67 gap_ev=7.0 total_charge=+2 e_homo_ev=-13.92
S 0.30293 -4.54848 0.84446
S 1.62571 -0.00206 -1.70541
S 0.03499 2.39920 -0.17732
Mg -0.16208 -0.00681 0.00943
N -2.32418 -1.26406 3.18487
N 3.74619 1.43483 -1.14464
N 0.04041 -2.04542 0.47353
N 2.27519 3.68579 -0.49257
N -1.34637 -0.02012 1.64087
C 2.91597 5.17820 4.24151
C -2.37133 2.17664 2.31547
C -2.77269 0.02253 3.39083
C 6.64862 0.02011 -0.15251
C -0.73813 -3.67325 1.88476
C -3.87789 1.94238 4.20411
C -3.24538 2.72369 3.22871
C 2.11667 4.92758 1.59304
C 2.67522 3.92410 3.70554
C 4.63471 -1.14955 0.42835
C 5.29699 -1.75804 1.48019
C 2.75581 6.30633 3.45488
C -1.48123 -1.24491 2.13059
C 2.27094 3.79765 2.38786
C 6.63358 -1.48203 1.71799
C 1.65720 4.82240 0.14978
C 1.66366 2.51713 -0.58570
C 4.59878 0.34657 -1.58898
C 5.31512 -0.27292 -0.40979
C 3.66723 3.83753 -0.86305
C -2.13887 0.80585 2.39882
C 2.36784 6.18236 2.13193
C -3.65244 0.58473 4.30769
C 2.42465 1.35017 -1.10500
C 4.41705 2.56211 -0.52562
C 7.30244 -0.57996 0.91029
C -0.76146 -2.34499 1.54113
C 0.65127 -3.09833 0.01195
H 3.73285 4.06183 -1.93539
H 5.44272 2.61195 -0.89113
H 4.08836 4.68003 -0.31161
H 0.57058 4.70928 0.10396
H -4.56230 2.41916 4.88714
H 2.06595 2.80826 1.98907
H -4.14370 -0.00541 5.06371
H 3.98461 -0.39383 -2.10534
H 3.22664 5.27400 5.26849
H 5.32785 0.74606 -2.29773
H 3.59063 -1.37545 0.23750
H 8.33574 -0.34504 1.10239
H 1.93846 5.72454 -0.39559
H -1.89298 2.78403 1.56169
H -1.26628 -4.17132 2.67414
H -2.58589 -2.06810 3.73211
H 2.79442 3.04187 4.31469
H 2.24444 7.06336 1.52186
H 7.19082 0.69616 -0.79583
H 7.14992 -1.96874 2.52910
H 4.44972 2.41223 0.56088
H -3.45518 3.77928 3.19175
H 4.77331 -2.45474 2.11310
H 2.93027 7.28629 3.86638
H 1.32140 -3.06107 -0.83109

14
Properties=species:S:1:pos:R:3 method="wB97M-V/def2-TZVPD" total_energy_ev=-9843.1082 lumo_ha=0.019 smiles="O=C(O)[C@@H]1CCN1" fmax_ev_per_a=8.83 gap_ev=9.9 e_homo_ev=-9.40
O 2.29112 -0.10057 -1.61931
O 0.21498 0.28749 -2.46132
N -0.99234 0.35005 -0.10778
C -1.10139 -0.47642 1.00647
C 0.37193 0.56857 -0.11027
C 1.05245 0.26508 -1.53227
C 0.51822 -0.54725 1.01509
H 1.06475 -1.64483 0.67366
H -0.57128 -0.02405 -1.97423
H -1.22240 0.12277 1.91033
H 0.67922 1.54352 0.11857
H 1.00555 -0.32095 2.20925
H -1.65764 1.24122 0.01137
H -1.65317 -1.26463 0.86046

11
Properties=species:S:1:pos:R:3 method="wB97M-V/def2-TZVPD" total_energy_ev=-19036.3910 lumo_ha=0.003 fmax_ev_per_a=3.93 gap_ev=8.6 e_homo_ev=-8.53
S 0.37713 -1.70924 0.77371
O -0.01646 0.69789 0.05697
N 1.45498 -0.63259 1.51373
N 2.21163 1.62212 1.28736
C -1.54122 -0.58551 -1.22189
C 1.54334 0.61823 1.07893
C -0.51366 -0.47790 -0.03396
H 1.72690 2.51116 1.16505
H -1.77058 -1.63156 -1.56987
H -0.93846 -0.18316 -2.01131
H -2.53360 -0.22944 -1.03871

18
Properties=species:S:1:pos:R:3 method="wB97M-V/def2-TZVPD" total_energy_ev=-11385.5512 lumo_ha=0.012 smiles="C/C=C/N.NC(=O)O" fmax_ev_per_a=0.45 gap_ev=8.0 e_homo_ev=-7.69
O -1.47820 1.90518 0.36271
O 0.52188 2.71726 0.90604
N -1.06969 2.48825 2.54120
N 1.55255 0.45298 -0.99838
C -0.57958 2.38670 1.24882
C 0.54543 -1.70100 -1.50472
C 0.96528 -0.76277 -0.66676
C 0.01546 -3.03576 -1.08272
H 0.59514 -1.50526 -2.57507
H 0.91493 -0.99588 0.39655
H 0.15772 -3.19737 -0.01557
H 1.58931 0.60555 -1.99611
H 1.15310 1.25081 -0.51890
H -1.04896 -3.12354 -1.30064
H -1.60935 1.69393 2.85603
H 0.49517 -3.86674 -1.60660
H -0.35750 2.74723 3.20759
H -2.36270 1.94041 0.74653

14
Properties=species:S:1:pos:R:3 method="wB97M-V/def2-TZVPD" total_energy_ev=-8369.9292 lumo_ha=0.008 smiles="C=C(C=O)OC.[H][H]" fmax_ev_per_a=0.56 gap_ev=9.6 e_homo_ev=-9.36
O 1.26060 -0.55209 -1.68256
O -0.42884 0.00961 1.38888
C 0.43735 1.72170 0.07002
C 0.94887 -0.63247 -0.51848
C 0.25637 0.42030 0.28461
C -0.95369 -1.30594 1.38118
H 0.05310 2.44988 0.76578
H -0.16854 0.84988 -2.35873
H 0.98993 2.09074 -0.77810
H 1.20891 -1.52493 0.08091
H -1.23100 -1.63976 0.37327
H -0.28130 1.41431 -2.81597
H -1.85214 -1.28342 1.99792
H -0.23963 -2.01782 1.81127

80
Properties=species:S:1:pos:R:3 method="wB97M-V/def2-TZVPD" total_energy_ev=-106788.6748 lumo_ha=-0.056 fmax_ev_per_a=3.34 gap_ev=6.8 e_homo_ev=-8.31
Zn 2.85623 0.28618 3.27689
P 1.48324 1.14451 -2.26664
P -0.99492 2.68688 -0.02367
O 3.11205 -1.74846 3.29598
N -2.72572 2.42320 0.03071
N 0.28502 0.11212 -3.25012
N -1.10746 4.50555 -0.10637
N 2.63092 1.39228 -3.56370
C 2.97417 -2.97058 3.94187
C -1.65071 5.32946 -1.09527
C 2.33883 -2.99317 5.32674
C -1.28029 -0.76869 -4.67171
C 1.74285 0.50368 4.90089
C -1.80090 -1.72202 1.23650
C -1.22190 -1.59162 -3.50387
C -2.62231 -2.77030 1.45945
C 2.56151 1.21333 -4.95298
C -0.25691 -5.01718 1.31290
C 4.24745 -3.81258 4.05654
C -1.69880 -5.22613 1.60532
C -0.52021 5.34314 0.84256
C -3.68064 2.79664 -0.92508
C 3.73160 1.67851 -5.54132
C 4.56429 2.17636 -4.47952
C -3.40849 1.91948 1.14784
C -0.29330 -1.00895 -2.65136
C -0.40526 0.29648 -4.45748
C -0.32501 -1.72487 0.83523
C 0.48659 2.72059 -2.44194
C -1.37502 6.66041 -0.80707
C 3.87584 1.99850 -3.29432
C -0.06192 -2.89780 -0.13379
C -2.57995 -4.15612 0.88331
C -4.76926 1.98128 0.89734
C -4.94770 2.55378 -0.40430
C -0.65524 6.66548 0.43272
C -0.92534 2.47207 -1.87197
C 0.35273 -4.26082 0.37548
H -1.99607 -6.21373 1.21408
H 2.32142 -3.59117 3.29545
H -2.18122 4.92016 -1.93649
H -1.60147 3.18213 -2.37752
H 0.44448 -1.79668 1.63836
H -2.14878 -0.73282 1.56495
H -3.55721 -2.59144 2.01068
H -5.87031 2.82796 -0.90613
H 0.67800 0.26728 4.76199
H 1.60353 -3.80412 5.33420
H 0.82107 -2.61963 -0.73197
H -3.40709 3.15884 -1.90497
H 2.24806 -0.32209 5.42003
H -1.78579 -2.49879 -3.32366
H -2.21158 -4.06785 -0.15114
H -5.55280 1.70253 1.59385
H -1.28606 1.44033 -2.06502
H -0.23645 1.16281 -5.08038
H 3.92575 -4.83662 3.82539
H 1.40834 -4.46597 0.09112
H 3.97094 1.64066 -6.59543
H -1.88276 -5.33742 2.69340
H -1.65094 7.50556 -1.43045
H 4.63879 -3.81774 5.08181
H -3.63293 -4.50475 0.80927
H -2.85681 1.55225 2.01088
H 1.92624 1.43320 5.45320
H 1.83027 -2.07535 5.61602
H 5.03403 -3.50345 3.36859
H -0.07133 -0.74157 0.37423
H 0.43465 2.98915 -3.52132
H -0.91755 -2.99381 -0.81746
H 4.12052 2.25962 -2.27888
H -0.01030 -1.25098 -1.64524
H -0.05726 4.91799 1.71859
H 5.55979 2.58404 -4.58546
H -1.88162 -0.93298 -5.56223
H 0.38373 -5.65390 1.91550
H 1.00069 3.54046 -1.90060
H 3.08607 -3.24261 6.08601
H -0.27563 7.53648 0.94090
H 1.69953 0.78340 -5.41996